26
Properties=species:S:1:pos:R:3:lowdin_charge:R:1 method="wB97M-V/def2-TZVPD" homo_ev=-17.17 gap_ha=0.4184 total_charge=+2 molar_mass_da=148.21
C 1.5978 -1.8579 1.6945 -0.03
C 3.1087 -0.0281 0.8643 -0.44
N 3.8807 0.9862 1.2532 0.22
N 2.6773 -0.8735 1.7904 0.05
N 2.9515 -0.2570 -0.4446 0.22
H 4.0351 1.1681 2.2300 0.14
H 4.3253 1.5666 0.5660 0.14
H 3.1604 -0.8949 2.6727 0.16
H 2.4739 -1.1014 -0.7192 0.12
H 2.7585 0.5203 -1.0643 0.14
H 0.7432 -1.5026 1.1172 0.08
H 1.2880 -2.0443 2.7009 0.09
H 1.9313 -2.7764 1.2068 0.10
C -2.9245 -1.4876 -0.4913 -0.02
C -2.7867 0.8720 -1.1718 -0.45
N -2.5532 -0.4022 -1.3999 0.05
N -2.3883 1.7821 -2.0929 0.19
N -3.2375 1.3240 -0.0124 0.23
H -2.2434 -0.6322 -2.3283 0.16
H -2.6862 1.7064 -3.0562 0.14
H -2.3326 2.7201 -1.7218 0.12
H -3.3555 0.8677 0.8769 0.14
H -3.5882 2.2698 -0.0086 0.14
H -3.9694 -1.5190 -0.1928 0.11
H -2.2028 -1.4922 0.3272 0.09
H -2.7284 -2.4120 -1.0082 0.10